[1]
C13H14BCl29NOPSi | ωB97M-V/def2-TZVPD

Summary:
- E_tot (eV) = -398234.823
- SMILES = C#C[Si@@](Cl)(B(O)N(C)C)P(C)C.ClC(Cl)(Cl)Cl.ClC(Cl)(Cl)Cl.ClC(Cl)(Cl)Cl.ClC(Cl)(Cl)Cl.ClC(Cl)(Cl)Cl.ClC(Cl)(Cl)Cl.ClC(Cl)(Cl)Cl
- M (g mol⁻¹) = 1298.270
- total charge = 0
- LUMO level (eV) = -0.096

```
61
Properties=species:S:1:pos:R:3:forces:R:3
C -4.349940 -0.632956 4.849464 5.0 -3.8 0.5
C -3.257541 -1.368904 5.016745 -6.0 4.3 -1.7
Si -1.688021 -2.409410 4.611409 -1.6 -0.4 1.6
Cl -2.083703 -4.366698 5.452442 0.4 1.3 -0.5
B -1.364830 -2.670554 2.715096 0.1 -1.6 -3.9
O -1.142793 -4.058323 2.269355 -1.2 2.4 0.2
N -1.279201 -1.616450 1.659150 0.9 -0.3 2.2
C 0.088309 -1.622789 0.989922 0.9 -0.5 -0.4
C -1.629171 -0.246816 2.159655 0.5 1.2 -1.4
P 0.005304 -1.601679 5.755701 1.2 0.4 2.0
C 0.211244 0.275090 5.493463 0.8 0.0 -1.0
C 1.663476 -2.431961 5.265072 0.2 0.1 -1.1
H -5.345730 -0.075225 4.650921 2.4 -1.3 0.7
H -1.658475 -4.159354 1.432244 1.0 0.1 0.7
H 0.010488 -1.829120 -0.153594 0.2 0.5 2.1
H 0.760127 -2.459207 1.451217 -1.3 1.4 -0.9
H 0.670700 -0.631852 1.185164 -1.2 -1.6 -0.4
H -2.690842 -0.140450 2.579210 1.8 -0.5 -0.4
H -0.790592 0.098778 2.866947 -1.5 -0.2 -0.7
H -1.581800 0.460559 1.230741 -0.1 -1.1 1.7
H 0.764880 0.423840 4.480640 -1.2 0.2 1.6
H 0.912304 0.729056 6.299360 -1.5 -0.9 -1.2
H -0.847268 0.725827 5.500481 1.8 -0.5 0.0
H 2.539861 -1.834363 5.743048 -1.7 -1.0 -0.9
H 1.708704 -2.379834 4.108652 0.5 -0.2 1.8
H 1.731281 -3.538846 5.594918 -0.3 1.9 -0.5
Cl -0.192683 -0.583827 -4.895380 0.3 -0.2 0.7
C 0.516668 -0.764467 -3.273107 0.1 0.0 0.0
Cl 2.171081 -0.115033 -3.272674 -0.5 -0.3 -0.3
Cl -0.467259 0.128530 -2.090837 0.4 -0.6 -0.3
Cl 0.555640 -2.486870 -2.832715 0.0 0.3 -0.1
Cl -1.871277 -3.394285 -8.593189 -0.1 0.3 0.2
C -2.641429 -2.029368 -7.753969 0.0 -0.1 0.0
Cl -3.172429 -2.549681 -6.139001 0.1 0.1 -0.3
Cl -1.474571 -0.697581 -7.592951 -0.3 -0.4 -0.5
Cl -4.047013 -1.474545 -8.690096 0.3 -0.1 0.2
Cl -2.170931 4.758270 -6.094251 -0.5 -0.3 -0.8
C -2.964229 3.225884 -6.526446 0.0 0.1 0.0
Cl -4.664548 3.270246 -6.008523 0.3 0.0 -0.2
Cl -2.887864 2.995581 -8.287951 0.0 0.0 0.3
Cl -2.132689 1.878285 -5.715954 -0.3 0.5 -0.2
Cl -4.360717 2.300515 -2.567830 0.3 0.2 0.1
C -3.113684 3.506035 -2.178410 -0.1 0.2 0.0
Cl -3.205152 3.916436 -0.450665 0.0 -0.1 -0.3
Cl -1.507157 2.834877 -2.542809 -0.7 0.6 0.4
Cl -3.381030 4.970311 -3.151887 -0.1 -0.3 0.6
Cl 5.117992 -2.883653 4.552906 0.2 0.0 0.3
C 5.831372 -3.064579 6.171868 0.1 0.0 0.0
Cl 7.487022 -2.417121 6.165298 -0.3 -0.1 0.0
Cl 4.850977 -2.171456 7.356251 0.2 -0.2 -0.2
Cl 5.869969 -4.786045 6.612879 0.0 0.3 -0.1
Cl 0.382038 4.351868 -4.527282 0.9 0.2 0.1
C 1.702997 5.173068 -5.387189 0.0 -0.1 0.0
Cl 2.109784 4.260357 -6.857877 -0.1 0.2 0.3
Cl 1.188434 6.815875 -5.832415 0.1 -0.3 0.1
Cl 3.131380 5.264657 -4.332202 -0.2 0.0 -0.2
Cl 2.896073 1.289871 -0.638040 0.4 0.2 0.5
C 4.396474 1.426049 0.305738 -0.1 0.1 0.0
Cl 4.440425 0.143611 1.537003 0.0 0.2 -0.2
Cl 5.795282 1.255314 -0.778086 -0.3 0.0 0.2
Cl 4.454284 3.014512 1.102369 0.0 -0.3 -0.1
```
Forces are in eV/Å.

---

[2]
C35H39NO9PSSnTe | ωB97M-V/def2-TZVPD

Summary:
- E_tot (eV) = -90098.251
- M (g mol⁻¹) = 927.047
- total charge = -1
- LUMO level (eV) = 2.243

```
88
Properties=species:S:1:pos:R:3:forces:R:3
Sn 1.006872 -2.151928 -0.472242 -0.5 0.0 0.0
C -3.750135 3.944608 -1.367306 0.2 -0.1 0.0
C -2.870583 2.790527 -0.955575 -0.2 0.2 -0.2
C -2.396187 2.641772 0.329796 0.1 0.0 0.1
C -1.548685 1.592394 0.696298 0.1 -0.2 -0.2
C -1.101481 1.449369 2.103656 0.0 -0.1 0.0
O 0.044141 1.202867 2.421913 -0.2 0.1 0.1
C -2.147585 1.620521 3.174765 0.0 0.0 0.2
C -3.510542 1.461161 2.935695 0.1 0.0 0.0
C -4.424976 1.662150 3.958864 -0.1 0.0 0.1
C -3.987792 2.014755 5.227550 0.0 -0.1 0.0
C -2.627684 2.127596 5.484296 0.0 0.0 0.0
C -1.714871 1.926052 4.463526 0.0 0.0 0.0
C -1.112904 0.634396 -0.262739 -0.1 0.1 0.1
O -0.328438 -0.340059 0.076100 -0.2 -0.3 -0.5
C -1.640583 0.795658 -1.588707 0.3 0.0 0.3
C -2.482894 1.840943 -1.902394 0.1 -0.1 0.1
C -1.179537 -0.134120 -2.656087 -0.2 -0.1 0.1
N -1.755290 -1.220993 -2.972755 0.1 0.1 -0.2
C -3.031171 -1.593049 -2.379820 -0.1 -0.1 0.1
C -2.937840 -2.068394 -0.939635 0.1 -0.1 0.0
Te -4.805467 -2.908230 -0.262433 0.2 0.0 0.2
C -4.045219 -3.200556 1.705019 -0.2 0.1 -0.4
C -4.281538 -2.238568 2.680561 -0.1 0.1 0.1
C -3.701970 -2.360056 3.934738 0.0 0.0 0.0
C -2.883368 -3.446489 4.212864 0.0 0.0 0.0
C -2.653589 -4.408255 3.240888 0.0 0.0 0.0
C -3.237360 -4.292108 1.986675 0.1 0.0 0.1
C -0.002636 0.279188 -3.475685 0.3 0.0 0.0
C 0.652082 -0.667538 -4.264764 -0.1 0.0 0.1
C 1.655314 -0.278258 -5.134307 0.1 -0.1 -0.1
C 2.029889 1.055772 -5.223455 0.0 0.1 0.1
C 1.423877 1.991327 -4.399398 0.1 0.1 -0.1
C 0.416633 1.607056 -3.529531 -0.1 -0.1 0.2
H -4.101683 4.494090 -0.494664 -0.1 0.0 0.0
H -4.608985 3.585173 -1.936449 -0.1 0.1 0.0
H -3.197747 4.635613 -2.009142 -0.1 0.1 0.0
H -2.660854 3.377707 1.082040 -0.1 0.0 0.0
H -3.856004 1.174970 1.952200 0.0 0.0 -0.1
H -5.483698 1.541882 3.767158 0.0 0.0 0.0
H -4.707131 2.191093 6.017721 0.0 0.0 0.0
H -2.285501 2.370840 6.482374 0.0 0.0 0.0
H -0.650107 2.003175 4.639686 0.0 0.0 0.0
H -2.839237 1.935123 -2.924466 0.0 0.0 0.0
H -3.413877 -2.407147 -2.999951 -0.1 0.1 0.0
H -3.733283 -0.750732 -2.438201 0.0 -0.1 0.0
H -2.692304 -1.252966 -0.264040 0.0 -0.1 0.0
H -2.194843 -2.856131 -0.841613 0.1 -0.1 0.0
H -4.914762 -1.388512 2.457859 0.0 0.0 0.0
H -3.875993 -1.597699 4.684437 0.0 0.0 0.0
H -2.417131 -3.537976 5.186204 0.0 0.0 0.0
H -1.998692 -5.245282 3.444013 0.0 0.0 0.0
H -3.025588 -5.036812 1.232780 0.0 0.0 -0.1
H 0.343035 -1.702537 -4.179397 0.0 0.0 -0.1
H 2.146631 -1.018128 -5.754240 0.0 0.0 0.0
H 2.796315 1.365700 -5.923435 0.0 0.0 0.0
H 1.731516 3.029210 -4.442265 0.0 0.0 0.0
H -0.044509 2.345105 -2.888104 0.0 0.0 0.0
O 2.190631 -4.354491 -0.186733 0.0 0.0 0.0
S 0.801838 -4.742329 -0.566730 0.2 -1.1 -0.1
O 0.540376 -6.151622 -0.601719 0.0 0.0 0.0
O 0.534773 -4.029334 -1.868321 -0.1 0.5 0.1
O -0.080801 -3.994684 0.420489 0.0 0.8 0.0
C 6.086713 2.207341 -2.528280 -0.1 -0.2 0.1
C 5.783981 0.738267 -2.283926 0.1 0.1 -0.1
O 5.063969 0.566169 -1.077042 -0.2 -0.1 0.2
P 3.622181 -0.269111 -1.046367 0.6 0.5 -0.2
O 2.541755 0.877016 -0.769763 0.1 -0.1 -0.1
C 2.342304 1.602405 0.454735 -0.1 0.3 0.2
C 3.217112 2.841189 0.524702 0.0 -0.3 -0.1
O 3.790084 -0.825086 0.471155 -0.2 -0.1 0.2
C 4.579582 -2.002780 0.677787 0.2 0.0 0.1
C 5.829956 -1.650475 1.462565 -0.1 0.0 -0.2
H 6.763736 2.299092 -3.379131 0.0 0.1 0.0
H 6.562944 2.639137 -1.647955 0.0 0.0 0.0
H 5.170461 2.760310 -2.735062 0.0 0.0 0.0
H 6.727571 0.187669 -2.199406 -0.1 -0.1 0.0
H 5.220784 0.326657 -3.126127 0.0 -0.1 -0.1
H 2.523505 0.954577 1.309869 -0.1 -0.1 -0.1
H 1.288124 1.866487 0.462233 0.0 -0.1 0.0
H 4.269450 2.558091 0.511086 0.0 0.1 0.0
H 3.003869 3.374639 1.451636 0.0 0.1 0.0
H 3.016744 3.495825 -0.324543 0.0 0.1 0.0
H 4.850093 -2.454903 -0.282132 -0.1 0.0 0.0
H 3.959993 -2.719175 1.219426 0.0 0.0 -0.1
H 6.456380 -0.971090 0.883872 0.0 0.0 0.0
H 6.398064 -2.555659 1.679647 0.0 0.0 0.1
H 5.559777 -1.159400 2.397158 0.0 0.0 0.0
```
Forces are in eV/Å.

---

[3]
C16H19BIrN6S | ωB97M-V/def2-TZVPD

Summary:
- E_tot (eV) = -40138.457
- M (g mol⁻¹) = 530.466
- 2S+1 = 6
- total charge = +4
- LUMO level (spin up / spin down) (eV) = -13.165 / -17.098

```
44
Properties=species:S:1:pos:R:3:forces:R:3
C -0.845633 -1.065412 2.609501 -0.8 -1.6 -1.0
N -1.080667 -0.879324 1.277307 1.8 -1.9 0.2
N -1.334378 -2.136910 0.707993 -0.8 0.2 0.7
C -1.608442 -2.977027 1.735809 0.3 0.8 -0.4
C -1.266711 -2.349155 2.937311 -0.1 0.1 -0.2
B -1.444964 -2.547282 -0.818703 -0.3 -1.0 0.8
N -2.178664 -1.278885 -1.361927 -2.2 -0.5 -1.9
N -2.058682 0.031146 -0.901371 -1.9 2.7 -2.5
C -2.878232 0.819418 -1.639970 1.7 -1.0 1.1
C -3.660918 -0.006297 -2.440467 -1.3 1.6 -0.9
C -3.229411 -1.315770 -2.220589 2.5 -2.2 2.0
Ir -0.674872 0.824605 0.368073 -0.3 -9.1 4.7
N -0.093163 -3.012604 -1.586281 0.6 -1.1 -0.9
N 0.838076 -2.001465 -1.574049 1.4 0.8 0.4
C 1.995486 -2.446173 -2.004917 -0.5 0.4 0.3
C 1.842685 -3.782013 -2.459360 1.4 1.0 -0.1
C 0.496645 -4.109273 -2.189912 -2.7 1.7 1.6
H 2.875582 -1.808779 -1.975780 -0.2 -0.3 -0.3
H 0.004446 -5.030735 -2.417162 -0.5 -0.4 0.1
H 2.620006 -4.355128 -2.937162 -0.1 -0.4 -0.1
H -2.168027 -3.499197 -0.914297 -0.1 0.3 0.1
H -3.610199 -2.294853 -2.534941 0.1 0.6 -0.2
H -2.111608 -3.910679 1.495765 0.5 -0.1 0.4
H -4.456135 0.317000 -3.091444 -0.2 0.0 -0.2
H -1.359071 -2.772916 3.912029 0.1 -0.2 0.4
H -2.753618 1.894541 -1.610061 -0.7 -0.1 0.2
H -0.322210 -0.325655 3.180403 -0.5 0.3 0.4
H 0.277308 1.043625 -1.003229 1.0 -0.5 -1.8
C -0.021937 2.131900 -0.816818 0.9 4.0 -4.1
H -0.660915 2.443954 -1.645631 0.5 0.3 0.0
H -0.593006 2.348055 0.246560 -0.1 3.7 -0.2
H 0.933027 2.632326 -0.781616 0.0 0.6 0.0
S 1.499237 0.480403 1.061952 -0.5 -0.3 0.9
C 2.070697 2.018681 1.539160 2.8 0.2 -0.9
C 1.359800 2.759920 2.489458 -0.5 1.7 0.6
C 1.631052 4.124800 2.593563 -0.3 -0.1 0.2
C 2.660602 4.691346 1.828317 -1.5 1.1 1.2
C 3.496581 3.885796 1.040369 1.3 -0.5 -0.9
C 3.239435 2.522945 0.930874 -1.2 -1.4 0.0
H 0.580315 2.260139 3.059176 0.0 0.3 0.1
H 1.008943 4.740191 3.245505 0.3 -0.1 -0.1
H 2.799895 5.775347 1.829080 0.1 -0.3 0.1
H 4.329988 4.322587 0.487014 -0.1 0.0 0.2
H 3.851658 1.836809 0.350468 0.0 0.4 -0.1
```
Forces are in eV/Å.

---

[4]
C4H9NO | ωB97M-V/def2-TZVPD

Summary:
- energy relative to the best compared isomer or geometry (same formula, charge and spin) (eV) = 3.702
- E_tot (eV) = -7828.618
- SMILES = OCCN1CC1
- M (g mol⁻¹) = 87.122
- total charge = 0
- LUMO level (eV) = 0.910

```
15
Properties=species:S:1:pos:R:3:forces:R:3
O 2.444284 0.011895 -0.874009 1.4 2.0 0.0
C 1.823471 0.119321 0.380717 -1.8 -1.0 -0.6
C 0.462078 -0.505959 0.128372 -3.3 -2.9 2.0
N -0.721639 -0.047974 -0.684961 1.5 1.4 -1.1
C -2.030350 -0.545556 -0.314822 1.5 1.1 0.3
C -1.675155 0.898914 -0.133473 1.7 -1.2 2.5
H 2.951123 0.841938 -0.918132 0.1 -0.7 -0.7
H 2.370352 -0.474643 1.111358 -0.2 -0.4 0.2
H 1.739892 1.086798 0.833163 0.1 1.1 -0.3
H -0.073219 -0.792051 1.136916 1.4 0.4 -1.1
H 0.655535 -1.485788 -0.379017 0.2 0.6 0.6
H -2.069594 -1.216395 0.505725 -0.1 -0.2 1.1
H -2.559681 -0.899249 -1.134226 -1.2 -0.3 -1.4
H -1.963199 1.826456 -0.529139 -0.8 0.5 -1.9
H -1.353905 1.182287 0.871529 -0.5 -0.5 0.5
```
Forces are in eV/Å.

---

[5]
C34H18Cl2F3MoN6O8SbSe4 | ωB97M-V/def2-TZVPD

Summary:
- E_tot (eV) = -363847.861
- M (g mol⁻¹) = 1299.992
- 2S+1 = 3
- total charge = -2
- LUMO level (spin up / spin down) (eV) = 2.773 / 2.231

```
77
Properties=species:S:1:pos:R:3:forces:R:3
Mo -0.276379 0.425054 -0.197966 -0.3 0.2 0.2
Cl -1.996977 -4.361254 4.588605 0.0 0.1 0.0
C -1.811506 -2.829797 3.773639 0.0 -0.1 0.0
C -1.009090 -2.784033 2.645530 0.0 0.0 0.0
C -0.821145 -1.587729 1.963402 0.2 0.0 -0.2
N -0.091000 -1.440430 0.762799 0.0 -0.1 0.0
C 0.616905 -2.519985 0.284742 -0.1 0.1 0.0
O 1.111484 -3.404529 0.964557 0.1 -0.1 0.0
C 0.688124 -2.647302 -1.220752 -0.1 0.2 0.2
C 1.588153 -3.523060 -1.804952 0.0 0.0 -0.1
C 1.613421 -3.592441 -3.187373 0.0 0.0 0.0
C 0.726587 -2.813470 -3.919197 0.0 0.0 0.0
C -0.149854 -1.981739 -3.236964 0.1 0.0 0.0
N -0.158750 -1.901243 -1.912239 -0.1 -0.1 0.0
C -1.459021 -0.427890 2.437400 0.1 0.2 -0.1
C -2.262992 -0.485151 3.568251 0.0 0.0 0.1
C -2.434123 -1.686850 4.237160 -0.1 0.0 0.1
Cl -3.432755 -1.705357 5.667742 0.1 0.0 -0.1
N -1.212856 0.721488 1.675061 -0.3 -0.1 0.0
C -1.584522 1.954382 2.065929 0.1 0.0 0.0
O -2.125432 2.291048 3.113324 0.0 0.1 0.0
C -1.257448 3.004304 1.035488 0.0 -0.2 0.0
C -1.535777 4.333989 1.258259 -0.1 0.1 0.0
C -1.252701 5.243333 0.249716 0.0 0.0 0.1
C -0.689527 4.795779 -0.930880 0.0 0.0 0.0
C -0.412772 3.448675 -1.068054 0.0 0.0 -0.1
N -0.711921 2.575911 -0.106777 0.2 0.0 0.2
H -0.516002 -3.682986 2.317617 0.0 0.0 0.0
H 2.246180 -4.105039 -1.175217 0.0 0.0 0.0
H 2.320696 -4.240346 -3.691229 0.0 0.0 0.0
H 0.713446 -2.837083 -5.000800 0.0 0.0 0.0
H -0.851450 -1.342412 -3.760469 0.0 0.0 0.0
H -2.742150 0.407898 3.932615 0.0 0.0 0.0
H -1.986935 4.605752 2.201648 0.0 0.0 0.0
H -1.480272 6.293794 0.381453 0.0 0.0 0.0
H -0.486952 5.452748 -1.763917 0.0 0.0 0.0
H 0.023899 3.046798 -1.970511 0.0 0.0 0.0
O 2.409217 2.761852 -0.026304 -0.3 0.3 -0.1
C 2.115302 2.153469 0.986679 0.8 -0.6 0.2
O 1.236343 1.234516 1.161131 -0.6 -0.1 -0.5
C 2.936289 2.369995 2.256782 -0.2 0.2 0.0
C 4.083437 3.154264 2.210796 0.0 0.0 0.0
C 4.829789 3.373170 3.356117 0.1 0.0 -0.1
C 4.399031 2.799322 4.538159 0.2 0.1 0.3
C 3.260274 2.022600 4.618808 -0.1 -0.1 0.0
C 2.529839 1.805564 3.460405 0.0 0.0 0.1
N 5.191732 3.030319 5.769115 -0.2 0.0 -0.2
O 4.801929 2.517724 6.801588 0.1 0.1 0.0
O 6.187552 3.727245 5.680515 -0.1 -0.1 0.1
H 4.368877 3.585167 1.260259 0.0 0.0 0.0
H 5.728381 3.972536 3.346382 0.0 0.0 0.0
H 2.963081 1.598773 5.566505 0.0 0.0 0.0
H 1.637199 1.196194 3.474477 0.0 0.0 0.0
F 7.620666 -0.179462 -5.691972 0.0 0.1 0.0
C 7.232351 -1.204298 -4.910911 -0.1 0.1 0.1
F 6.996379 -2.243653 -5.744227 0.0 -0.1 -0.1
F 8.304576 -1.560958 -4.174115 0.1 0.0 0.0
C 6.047358 -0.867770 -4.064545 0.0 0.0 0.0
C 5.779987 -1.629449 -2.932667 0.0 0.0 0.0
C 4.659613 -1.362804 -2.167872 0.1 -0.1 0.0
C 3.783833 -0.330813 -2.521017 -0.1 0.1 0.1
C 4.070958 0.432641 -3.657430 0.0 0.0 0.0
C 5.191088 0.164034 -4.424659 0.0 0.0 0.0
C 2.610534 -0.071156 -1.749536 0.2 0.0 -0.1
C 1.574910 0.128584 -1.152484 0.0 -0.1 -0.1
H 6.451881 -2.429426 -2.649592 0.0 0.0 0.0
H 4.444760 -1.950236 -1.284057 0.0 0.0 0.0
H 3.398472 1.235488 -3.927156 0.0 0.0 0.0
H 5.401121 0.760104 -5.302443 0.0 0.0 0.0
O -0.781650 0.857441 -2.063517 0.1 0.0 0.0
N -2.074942 0.373582 -2.020237 0.2 -0.1 0.4
O -2.119009 -0.013303 -0.693193 -0.2 0.2 -0.3
Se -3.376226 1.596935 -6.517646 0.1 0.0 0.2
Sb -2.006967 2.399720 -4.717433 0.0 0.1 -0.2
Se -5.240306 0.966396 -2.789936 -0.1 0.0 0.0
Se -1.557955 4.779624 -4.650910 0.0 -0.1 0.1
Se -3.315631 1.945577 -2.287360 0.2 -0.1 -0.1
```
Forces are in eV/Å.

---

[6]
CH13NO4 | ωB97M-V/def2-TZVPD

Summary:
- energy relative to the best compared isomer or geometry (same formula, charge and spin) (eV) = 0.253
- E_tot (eV) = -10928.398
- SMILES = CN.O.O.O.O
- M (g mol⁻¹) = 103.118
- total charge = 0
- LUMO level (eV) = 0.709

```
19
Properties=species:S:1:pos:R:3:forces:R:3
C -1.298669 0.490641 1.442638 -0.5 0.7 0.0
N -1.011866 -0.939208 1.568849 -0.2 0.4 0.1
H -0.610982 1.192933 1.920869 0.3 -0.3 0.1
H -2.278807 0.727953 1.862031 -0.1 -0.2 0.0
H -1.343399 0.790889 0.394417 0.1 -0.1 0.0
H -0.012159 -1.072138 1.557462 0.3 -0.2 -0.1
H -1.371923 -1.290934 2.446105 0.1 0.0 0.0
O -1.440191 -1.457295 -1.188561 -0.3 0.3 -0.5
H -1.583255 -1.238459 -0.245806 0.4 -0.6 0.2
H -0.846241 -2.211479 -1.237425 -0.1 -0.1 0.4
O 0.325775 0.212001 -2.305958 -0.3 0.0 -0.5
H -0.042243 0.400676 -3.184788 0.2 0.0 0.5
H -0.383044 -0.312346 -1.851337 0.3 0.1 -0.1
O 2.110165 -0.588728 0.636118 0.3 -0.6 0.0
H 2.627356 -0.809123 -0.149995 -0.3 -0.1 0.1
H 2.444736 0.278656 0.867752 -0.2 0.5 0.0
O 1.471114 1.928497 -0.437420 0.1 -0.2 -0.9
H 1.180129 1.366505 -1.202234 -0.2 0.1 0.8
H 2.063508 2.530952 -0.892726 0.2 0.4 0.2
```
Forces are in eV/Å.

---

> Number 6 is which compound?

CH13NO4